{
  "formula": "C5H8O",
  "method": "ωB97M-V/def2-TZVPD",
  "e_above_lowest_ev": 3.885,
  "homo_energy_ev": -8.3,
  "homo_lumo_gap_ev": 8.9,
  "charge": 0,
  "species": ["O", "C", "C", "C", "C", "C", "H", "H", "H", "H", "H", "H", "H", "H"],
  "positions_angstrom": [[-0.880, 1.218, 2.172], [-1.701, 0.454, -0.064], [-1.018, 0.652, 1.117], [1.639, -0.726, 0.139], [0.471, 0.175, -0.111], [-0.688, -0.090, -1.042], [-0.329, -0.394, 0.962], [2.300, -0.732, -0.733], [0.775, 1.230, -0.186], [-0.642, 0.538, -1.941], [2.208, -0.366, 1.003], [-2.651, 0.917, -0.296], [1.293, -1.741, 0.342], [-0.777, -1.136, -1.361]],
  "lowdin_charge": [0.044, -0.045, -0.443, -0.077, -0.224, -0.191, 0.188, 0.087, 0.148, 0.123, 0.090, 0.100, 0.084, 0.114]
}

{
  "formula": "C5H8O",
  "method": "ωB97M-V/def2-TZVPD",
  "e_above_lowest_ev": 1.841,
  "homo_energy_ev": -9.4,
  "homo_lumo_gap_ev": 10.5,
  "charge": 0,
  "species": ["O", "C", "C", "C", "C", "C", "H", "H", "H", "H", "H", "H", "H", "H"],
  "positions_angstrom": [[-1.234, 0.555, -0.483], [-0.512, -0.118, -1.449], [0.397, -1.074, -0.737], [0.169, 0.166, 1.459], [-0.327, 1.211, 0.427], [0.644, -0.985, 0.575], [-1.229, -0.627, -2.099], [-0.597, -0.169, 2.169], [0.799, -1.882, -1.332], [1.031, 0.485, 2.077], [-1.043, 2.015, 0.472], [1.257, -1.759, 1.033], [0.613, 1.559, -0.049], [0.032, 0.624, -2.065]],
  "lowdin_charge": [-0.159, -0.255, -0.079, -0.147, -0.186, -0.096, 0.126, 0.109, 0.098, 0.113, 0.123, 0.099, 0.127, 0.127]
}

{
  "formula": "C5H8O",
  "method": "ωB97M-V/def2-TZVPD",
  "e_above_lowest_ev": 1.423,
  "homo_energy_ev": -9.7,
  "homo_lumo_gap_ev": 10.8,
  "charge": 0,
  "species": ["O", "C", "C", "C", "C", "C", "H", "H", "H", "H", "H", "H", "H", "H"],
  "positions_angstrom": [[2.005, -1.449, 0.459], [0.868, 0.584, -0.226], [1.881, -0.249, 0.472], [-0.262, 1.033, 0.676], [-0.553, 0.261, -0.581], [-1.305, -1.052, -0.550], [-1.234, -1.601, -1.495], [-1.002, -1.725, 0.258], [-0.355, 0.501, 1.623], [1.350, 1.356, -0.831], [-0.517, 2.078, 0.758], [-0.877, 0.907, -1.394], [-2.362, -0.800, -0.399], [2.544, 0.398, 1.085]],
  "lowdin_charge": [0.061, -0.222, -0.251, -0.079, -0.292, -0.061, 0.076, 0.079, 0.116, 0.141, 0.097, 0.132, 0.077, 0.126]
}

{
  "formula": "C5H8O",
  "method": "ωB97M-V/def2-TZVPD",
  "e_above_lowest_ev": 0.819,
  "homo_energy_ev": -9.3,
  "homo_lumo_gap_ev": 10.4,
  "charge": 0,
  "species": ["O", "C", "C", "C", "C", "C", "H", "H", "H", "H", "H", "H", "H", "H"],
  "positions_angstrom": [[1.292, 1.566, -0.701], [0.682, 0.289, -0.670], [-0.865, 0.345, -0.769], [0.993, -0.525, 0.619], [-0.357, -0.955, 1.131], [-1.352, -0.523, 0.360], [-0.486, -1.554, 2.030], [-1.234, 0.035, -1.752], [1.552, 0.092, 1.335], [1.099, -0.237, -1.535], [-1.216, 1.379, -0.629], [-2.407, -0.729, 0.523], [0.674, 2.211, -0.342], [1.625, -1.395, 0.398]],
  "lowdin_charge": [-0.039, -0.363, -0.136, -0.132, -0.099, -0.101, 0.100, 0.111, 0.114, 0.140, 0.112, 0.100, 0.084, 0.110]
}

{
  "formula": "C5H8O",
  "method": "ωB97M-V/def2-TZVPD",
  "e_above_lowest_ev": 0.790,
  "homo_energy_ev": -9.4,
  "homo_lumo_gap_ev": 10.4,
  "charge": 0,
  "species": ["O", "C", "C", "C", "C", "C", "H", "H", "H", "H", "H", "H", "H", "H"],
  "positions_angstrom": [[-0.403, 0.893, 2.181], [-0.493, 0.592, 1.021], [0.537, 0.386, -0.096], [-0.628, -0.120, -0.993], [1.691, -0.564, 0.188], [-1.664, 0.216, 0.112], [-2.330, 1.057, -0.109], [2.312, -0.194, 1.010], [0.920, 1.361, -0.426], [-0.758, 0.416, -1.935], [-0.559, -1.192, -1.204], [2.323, -0.676, -0.699], [1.321, -1.558, 0.465], [-2.269, -0.616, 0.487]],
  "lowdin_charge": [0.108, -0.377, -0.287, -0.137, -0.061, -0.080, 0.117, 0.081, 0.148, 0.104, 0.107, 0.078, 0.083, 0.115]
}

{
  "formula": "C5H8O",
  "method": "ωB97M-V/def2-TZVPD",
  "e_above_lowest_ev": 2.602,
  "homo_energy_ev": -8.8,
  "homo_lumo_gap_ev": 9.8,
  "charge": 0,
  "species": ["O", "C", "C", "C", "C", "C", "H", "H", "H", "H", "H", "H", "H", "H"],
  "positions_angstrom": [[-0.399, 0.140, 0.790], [1.839, 0.653, 0.262], [0.607, -0.100, -0.126], [0.330, -0.882, -1.142], [-0.254, -1.673, -2.004], [-1.585, 0.694, 0.257], [2.691, 0.512, -0.406], [1.578, 1.718, 0.307], [2.115, 0.354, 1.278], [-0.822, -1.284, -2.848], [-1.857, 1.534, 0.900], [-2.394, -0.042, 0.251], [-1.424, 1.055, -0.765], [-0.228, -2.754, -1.875]],
  "lowdin_charge": [-0.124, -0.022, -0.384, -0.037, 0.014, -0.088, 0.083, 0.087, 0.086, 0.058, 0.086, 0.088, 0.095, 0.058]
}